ORCA calculation (ωB97M-V/def2-TZVPD) on a molecular structure, C9H14IN2 in a non-equilibrium geometry.

The geometry in ORCA input format:
```
! wB97M-V def2-TZVPD RIJCOSX def2/J DEFGRID3
* xyz 1 1
I 1.62705 -0.49821 -0.79079
N 1.44525 1.46043 1.56919
N 0.22574 -1.79320 -0.65367
C -0.48770 -3.46720 -2.48859
C -2.04391 -1.56283 -1.47375
C -0.58444 2.44357 2.41620
C 0.72399 2.04248 2.57960
C 0.74108 1.24321 0.43600
C -0.55324 1.71141 0.19008
C -0.51894 -2.01783 -1.90868
C 2.83082 1.33460 1.59374
C -1.29961 2.31595 1.21886
H -2.81596 -2.37812 -1.47581
H 0.36159 -3.39661 -3.23080
H -2.49988 -0.78285 -2.08816
H -1.37000 -3.91439 -2.90686
H -1.04222 2.90063 3.18716
H -2.01147 -1.23414 -0.49151
H 3.22675 0.33756 1.35553
H 3.20266 2.09094 0.82094
H 1.26324 2.16952 3.49520
H -2.14003 2.97850 1.11068
H -0.33357 -1.16826 -2.71200
H -0.06460 -4.03987 -1.56839
H -1.08034 1.43740 -0.78869
H 3.19773 1.78730 2.60452
*
```

Output
- Highest occupied orbital energy (spin up / spin down): -11.8 / -11.8 eV
- Frontier orbital gap (spin up / spin down): 6.840 / 6.836 eV
- E_LUMO (spin up / spin down): -4.9552 / -4.9554 eV
- Relative energy (zero: lowest compared OMol25 entry of this formula, charge and spin): 5.848 eV
- Calculated total energy: -20628.3753 eV

***

ORCA calculation (ωB97M-V/def2-TZVPD) on a molecular structure, C35H45CaF5O8S in a non-equilibrium geometry.

The geometry in ORCA input format:
```
! wB97M-V def2-TZVPD RIJCOSX def2/J DEFGRID3
* xyz 0 1
Ca -0.41665 3.38083 0.41155
S 10.65150 -3.30435 -1.76301
F 1.22046 9.71925 -3.08670
F 13.14757 -4.20657 -1.76999
F -1.45500 0.94311 -3.16361
F 12.22894 -4.14840 -3.72397
F 11.67571 -5.69014 -2.31587
O 1.16995 5.88181 -0.86986
O -0.50312 7.01991 -1.84238
O 11.16724 -1.96734 -1.96702
O -6.17491 1.75055 -0.53783
O -8.51914 0.67867 3.69144
O 1.58902 7.74042 -2.05255
O 9.50940 -3.64510 -2.58739
O 10.55199 -3.71455 -0.37649
C -6.29237 0.90435 2.92102
C 4.72921 -0.62712 -1.33158
C -7.70008 -0.69320 -0.75650
C 11.98848 -4.38791 -2.42415
C -5.64688 1.22592 1.72807
C -10.55782 -4.00708 -0.71349
C -5.66206 0.99871 4.14410
C -7.40653 -0.03148 0.42050
C 7.15707 -0.80320 -0.44619
C -0.57977 8.28776 -2.52326
C 5.64955 -0.98471 -0.14308
C -0.08087 0.50786 -0.40776
C -3.70320 1.77803 2.98626
C -9.33344 -4.72944 -1.32689
C -1.30575 1.34614 -0.78101
C -2.06048 1.65256 0.60444
C 2.20112 -0.34282 -1.02339
C -10.25726 -3.24516 0.57270
C -3.55883 1.98817 0.45497
C 7.82696 -2.30796 3.85192
C 0.82988 8.43373 -3.04755
C -9.25438 -2.11383 0.45623
C -6.39597 1.06507 0.43462
C 3.57766 0.35137 -0.97302
C -4.31511 1.65786 1.74194
C -4.35501 1.45936 4.16714
C 7.73622 -1.57156 2.48992
C 7.76188 -2.58530 1.33731
C -8.61479 -1.73904 -0.71626
C 1.04067 0.61002 -1.42924
C -7.71167 0.41345 2.83451
C 0.78671 6.80691 -1.53119
C 8.04820 -1.98585 -0.04188
C -8.94810 -1.41065 1.62307
C -8.04182 -0.37048 1.61701
H -9.21261 -4.39225 -2.35738
H -3.81788 1.54868 5.10115
H -1.32972 8.26690 -3.30829
H 5.41375 -0.41713 0.75952
H -6.15058 0.73722 5.07130
H -7.20477 -0.37496 -1.66271
H -9.41934 -1.68194 2.56106
H 7.83816 -3.38641 3.70419
H -11.08195 -3.38211 -1.43558
H -1.56244 2.43416 1.22741
H 8.60442 -0.92503 2.36108
H -0.35368 -0.50953 -0.13724
H 4.34984 -1.55228 -1.76043
H -3.64813 3.07776 0.35268
H 7.25884 -0.69652 -1.52848
H 1.47461 1.62439 -1.37837
H 5.32365 -0.14738 -2.10979
H -2.68196 2.12435 3.09280
H 5.50190 -2.04140 0.08159
H 3.61492 1.25020 -1.58951
H 7.55337 0.11674 -0.01073
H -1.98504 0.73769 1.18901
H -8.41890 -4.48113 -0.79246
H 8.03696 -2.79916 -0.76339
H -9.88618 -3.93705 1.33339
H 8.70440 -2.00931 4.42067
H -8.81322 -2.26222 -1.64113
H 0.68574 0.43652 -2.44382
H 6.80332 -1.00886 2.44779
H -11.27074 -4.78878 -0.44279
H 2.18558 -1.22796 -1.65451
H 3.75649 0.65135 0.06286
H -0.98843 2.26290 -1.33928
H 0.32698 0.95908 0.54303
H 1.00629 7.97152 -4.01947
H -11.16853 -2.80040 0.97874
H -1.98601 0.76163 -1.41232
H 1.99109 -0.68892 -0.00644
H -9.47240 -5.80552 -1.37507
H -0.83152 9.06947 -1.80671
H 6.92774 -2.08214 4.42938
H -3.99202 1.49239 -0.40219
H 6.86395 -3.21181 1.32290
H 8.58373 -3.27688 1.54104
H 9.07598 -1.62446 -0.01914
*
```

Output
- Highest occupied orbital energy: -6.9 eV
- Frontier orbital gap: 2.528 eV
- E_LUMO: -4.3523 eV
- Calculated total energy: -96260.6498 eV

***

ORCA calculation (ωB97M-V/def2-TZVPD) on a molecular structure, C46H41FIN6O4PReS in a non-equilibrium geometry.

The geometry in ORCA input format:
```
! wB97M-V def2-TZVPD RIJCOSX def2/J DEFGRID3
* xyz 2 2
Re 0.82020 1.09210 3.39841
I -3.29974 1.29993 5.65700
S 0.22138 1.18350 5.61254
P -1.32804 -0.25676 2.67550
F -1.51341 -1.42369 -4.23285
O 2.62400 1.73204 3.82839
O 3.08024 3.24692 0.96184
O 0.13411 0.40196 0.07720
O 1.24818 2.41007 1.89225
N 1.57865 -0.61623 4.17359
N 0.28268 -0.55809 -8.78851
N 2.05862 2.52332 -2.82874
N -0.20091 0.05284 -6.33495
N 0.88585 -1.34506 5.13673
N -0.50906 -1.04037 6.93501
C -1.02180 -1.12613 -8.31235
C -3.56689 -1.41114 1.89182
C 0.90868 1.24818 -4.55125
C -1.25052 -3.08010 2.19843
C -4.96837 -3.15989 5.41828
C 4.05007 2.44812 -4.31472
C -1.68786 2.36607 2.32175
C -0.38316 -0.20158 -2.60457
C 1.15930 1.53369 -3.20591
C 6.03987 -0.16048 2.46390
C -2.12572 3.57574 1.79005
C 0.21195 -0.55640 5.90028
C 3.77335 -0.29903 3.27847
C 3.70911 1.10686 3.38525
C -4.09261 -1.34547 6.69715
C 0.65321 -4.27449 1.32727
C -0.62749 -0.44873 -3.92790
C -4.71303 -2.60984 6.63633
C -2.44528 1.19982 0.37588
C -0.58271 -1.85810 2.09353
C 2.85953 3.25585 -3.81940
C -0.36690 1.21444 -7.20469
C 0.74705 -1.89396 1.66911
C -0.64329 -4.26852 1.81154
C -2.88110 2.39786 -0.15565
C -1.03843 -1.06407 -6.78064
C -3.61381 -0.75475 5.56280
C 2.75487 -1.07737 3.87431
C -2.74245 3.59008 0.55396
C 2.26068 2.77446 -1.51969
C -4.94090 -3.03067 2.97223
C 4.96564 -0.91686 2.82264
C 0.49644 0.80425 -2.21187
C -1.86753 1.16141 1.64327
C -3.03156 -0.96681 3.07306
C 2.05137 2.60652 0.87335
C 1.64194 2.14253 -0.48726
C 0.31104 0.92926 -8.54607
C 4.85935 1.86104 3.10271
C 5.98098 1.24212 2.62171
C -0.00044 0.28150 -4.94676
C 0.71043 1.07775 -0.76999
C -3.65593 -1.40009 4.29500
C -4.57343 -2.39850 1.82841
C -4.49870 -2.54636 4.22983
C 1.35253 -3.07489 1.27428
H 3.20349 4.16864 -3.33987
H 3.73916 1.49328 -4.74155
H -4.95847 -2.70845 0.86669
H 6.93946 -0.62602 2.08547
H 1.03100 -0.99266 -8.24589
H -4.06113 -0.81171 7.63871
H -3.10559 4.52087 0.13811
H 1.45006 1.78834 -5.31265
H 2.21001 3.55875 -4.63971
H -0.21628 1.41675 -9.36340
H -5.57355 -4.05478 5.33469
H -5.07811 -3.07293 7.54375
H 2.97411 -2.08109 4.22811
H 2.37871 -3.04919 0.92653
H -0.88350 -0.79276 -1.84571
H 4.59232 3.00916 -5.07659
H -0.84695 -0.40037 7.63232
H -5.60369 -3.88746 2.94801
H -0.35367 -1.99614 7.21320
H -1.24101 2.39700 3.31849
H 1.11591 -5.19565 0.99770
H -1.99643 4.48772 2.35764
H -3.13931 -1.08907 0.95380
H 1.32900 -0.98839 1.60107
H -0.62909 -1.98634 -6.37448
H -2.07807 -0.98544 -6.45603
H 0.08690 2.09582 -6.76930
H -2.24983 -3.15385 2.59588
H -1.20159 -5.19136 1.90034
H 4.73623 2.24433 -3.49228
H 6.84389 1.84252 2.36240
H -1.42955 1.44215 -7.34805
H -3.34200 2.40370 -1.13525
H -1.81348 -0.53715 -8.76876
H 1.35124 1.24601 -8.55999
H 5.00129 -1.99868 2.76767
H -2.53891 0.31263 -0.23452
H 4.79841 2.93388 3.22152
H 0.44799 -0.76312 -9.77344
H -1.12080 -2.15352 -8.65194
H 2.97160 3.55880 -1.29399
*
```

Output
- Highest occupied orbital energy (spin up / spin down): -11.6 / -11.6 eV
- Frontier orbital gap (spin up / spin down): 5.645 / 6.047 eV
- E_LUMO (spin up / spin down): -5.9355 / -5.5870 eV
- Relative energy (zero: lowest compared OMol25 entry of this formula, charge and spin): 3.912 eV
- Calculated total energy: -98555.3515 eV